This record from the Open Molecules 2025 dataset describes a molecular structure, C41H52BF5KN11P2S. The level of theory is ωB97M-V/def2-TZVPD.

energy relative to the best compared isomer or geometry (same formula, charge and spin)	1.068	eV
Kohn-Sham gap	5.62	eV
maximum force	0.8	eV/Å

Geometry as ORCA input:
```
! wB97M-V def2-TZVPD RIJCOSX def2/J DEFGRID3
* xyz -1 2
C 5.95318 -1.84882 5.18132
C 5.47219 -3.06544 4.65416
H 0.87449 -3.93839 -0.84091
H -4.07764 -1.72773 1.63203
C -5.86950 0.07355 -3.07987
C 4.13555 -3.22258 -0.41665
H 4.89229 -4.78603 5.79079
C -7.79982 0.26674 -4.50048
C 0.78895 -0.72645 -4.23293
H -1.59000 1.76313 -3.88136
H 1.34405 -2.73564 -2.04063
F 3.03302 2.25519 -2.91449
H -4.07073 2.21472 2.82146
C -5.69818 -0.44103 -5.45647
H -6.36603 0.65771 0.31837
C -3.61456 1.38971 2.26621
C 3.10814 3.57697 0.47021
H -0.67289 5.40626 0.65447
C -0.58855 1.33899 -3.98864
C -3.24004 -0.48322 -2.84384
N 4.67600 -1.50890 3.41263
H 2.15120 -4.30709 -2.01350
N -5.31532 0.15706 -1.84481
H -5.07977 -0.75542 -6.28725
H 6.59871 -1.69901 6.03066
C 0.18271 -1.03624 3.63890
H 2.71506 4.21742 1.26283
C 5.70907 -4.45891 5.14441
H -5.16668 -1.69950 0.22361
N 4.07866 0.49654 2.01679
C 0.13414 2.52690 2.97899
H 5.47774 0.18556 4.41134
H 1.38498 -0.17812 -4.96782
C 3.83118 2.40369 1.04953
H 1.27044 -0.60711 -3.26249
N -0.01573 2.27842 1.67564
H -0.03468 1.59343 -3.08447
H 0.38559 1.66587 3.59264
H -2.24274 0.03428 -5.68808
C -5.80237 0.85614 1.22566
H -0.61024 -0.08341 -6.35753
H -6.26288 1.70328 1.74536
H -1.50985 -2.04888 2.80904
H -3.57202 -2.49276 0.12823
N 3.17301 1.32258 1.45052
H -0.43382 5.84098 3.09218
H 3.03119 -0.85266 5.21173
C 2.74930 -2.98496 -0.44146
C -4.25842 2.51517 0.13457
N -3.78583 -0.63340 -4.02158
P -3.30882 -0.07008 0.01480
H 5.99947 2.95547 1.09616
H -3.23129 2.72975 -0.17605
C 2.16733 -0.90444 4.57073
P -1.42621 -0.91035 -2.67909
H 0.39153 -1.03660 5.86877
F 5.20981 0.06883 -1.25439
C 4.05732 0.56385 -1.65681
H -4.89084 2.47246 -0.75406
C -1.27805 -1.11906 3.33221
H 4.71253 -3.86091 -1.06472
H 6.63697 -4.52212 5.71277
C -5.09924 -0.33571 -4.17919
C 5.41017 -0.88737 4.36360
N 4.70036 -2.84861 3.60412
H -0.10578 1.82772 -4.84052
C -0.45188 4.60740 1.34845
H -7.48294 -0.21070 -6.58654
H -8.84843 0.49446 -4.64345
C -7.02091 -0.14086 -5.61014
H 3.78093 4.17192 -0.14733
C -0.00737 3.77581 3.54892
H -4.60300 3.34760 0.75585
H -1.43008 -1.52874 -5.74791
H -1.86922 -1.08113 4.24732
N 2.28184 -0.87492 3.22435
H -2.29753 -2.80885 -4.00167
C 0.83273 -0.99938 4.88678
C 4.58781 -2.46223 0.63520
F 4.62242 1.15128 -3.88136
H -2.55956 1.61834 2.12042
N 2.39623 -2.14432 0.51926
B 3.62246 -0.92434 2.44331
C -7.24093 0.37055 -3.25934
C 5.31821 1.01955 1.90040
H 6.18856 0.48355 2.23627
C 5.20731 2.25663 1.30682
N 1.06168 -0.96953 2.65405
C -0.31454 4.83806 2.69652
H -0.66123 -3.13098 -3.36573
C -0.63985 -0.17355 -4.22301
H 5.58129 -2.33606 1.03148
H 5.76110 -5.14767 4.30225
C -4.12579 -1.64994 0.54571
H 2.25499 3.26571 -0.13562
H 0.12249 3.91736 4.61332
H -3.69000 0.49182 2.88569
F 5.09348 2.56519 -2.31090
C -4.03875 -0.09077 -1.70301
K 0.96170 0.13244 0.28196
H 0.81554 -1.78315 -4.50580
H -1.57685 -0.28881 2.68916
H -7.81716 0.67653 -2.39579
F 3.22393 -0.39231 -2.04489
C -0.29736 3.29637 0.83776
C 4.19886 1.65922 -2.70032
N 3.53445 -1.82393 1.18113
C -1.28100 -0.46067 -5.57816
H -2.04829 -3.22071 -2.28783
C -4.34415 1.20880 0.93004
C 1.72279 -3.52453 -1.38747
C -1.63273 -2.68977 -3.14588
H -5.87888 -0.01120 1.88483
S -0.43020 2.97901 -0.86249
*
```



This record from the Open Molecules 2025 dataset describes a molecular structure, C41H53BF6N6O12P2ReS at a distorted geometry. The level of theory is ωB97M-V/def2-TZVPD.

energy relative to the best compared isomer or geometry (same formula, charge and spin)	0.429	eV
Kohn-Sham gap (spin up / spin down)	5.91 / 5.62	eV
maximum force	1.7	eV/Å

Geometry as ORCA input:
```
! wB97M-V def2-TZVPD RIJCOSX def2/J DEFGRID3
* xyz 0 2
S 4.21832 -3.91620 -6.11664
H -0.80301 -6.71262 4.06843
C 2.87160 1.04381 1.64997
H -4.78972 -3.38783 2.70549
H -1.28507 -5.58162 1.78599
O 3.35382 -4.34329 -5.02275
H -0.18533 -5.84081 -2.27461
H -2.43890 -1.27449 -0.18648
B -1.19084 2.71465 -2.23719
H -2.36553 -3.88256 -4.90765
C 2.29392 -0.58269 -1.17573
H 1.62979 -6.01958 2.58924
H 2.52310 -3.36153 3.72452
H -4.34555 3.04070 1.00143
H 1.74298 3.24426 1.30108
P -0.82132 -2.96209 1.36964
O -2.32982 -2.97082 1.82104
F -0.72964 2.47466 -3.49271
H -2.37831 -0.56480 3.12454
N 3.63509 0.87429 2.79996
H 2.14796 -1.60649 5.44336
C 1.16416 2.31868 5.19735
H 1.47426 2.52087 -1.80533
O -0.25591 0.36178 2.95506
N 1.66103 0.60372 -1.07273
C -2.82026 -2.67998 3.17885
O 0.75546 -3.11771 -2.32240
O -0.07413 -1.68836 1.33804
Re 0.04702 0.62652 0.24841
H -1.96535 -4.08498 -0.43707
H -0.80602 -2.06700 -4.30317
H 2.18307 2.69866 5.09150
H 3.63313 -2.02030 3.49787
C -0.41807 -5.38908 2.42565
C 0.70064 3.37004 1.55793
H -2.21383 -0.09488 -4.67562
C 4.07941 -0.35327 -4.43123
H 0.58735 2.63515 4.32643
N 1.55190 0.58459 1.70280
O 4.00459 0.35314 4.95879
F -0.73895 1.36546 -1.45404
C 2.82084 1.34860 -3.00580
F -2.54814 2.69733 -2.10153
H -1.73885 -5.22019 4.14581
N 3.94291 -1.65449 -4.67982
C 5.33433 -0.14097 -6.39578
C -3.96506 2.06103 0.76332
H -1.24243 5.61200 3.23822
C 2.35507 -4.88842 -2.26836
H -2.00689 -2.91240 3.87119
H 4.88562 1.54257 -5.11084
H 1.03469 -5.96585 0.92613
C 0.76352 -6.21006 1.95404
H -1.65774 -0.08204 -3.00783
H 0.11580 0.45104 5.44619
H 2.96764 2.14053 -3.72749
C -2.89805 -0.34155 0.07902
C 0.32920 4.47922 2.28724
C -1.93279 3.87030 2.18870
H -4.03459 -0.99186 2.62788
C 1.97355 1.57275 -1.94116
H -0.00587 -5.20023 4.51897
C 1.18367 -4.33794 -3.03849
C 1.14382 0.80253 5.35053
C 0.06307 -5.34160 -3.21539
C 4.48924 -2.14927 -5.78120
C 1.75078 -1.47518 4.43619
O -0.21921 -1.21923 -1.15406
P -0.53031 -2.58505 -1.63998
C 1.77330 0.05124 4.16501
H 2.03815 -5.20134 -1.26567
F 1.27952 5.33234 2.69715
H 1.69345 0.50420 6.24332
C -1.82124 -2.04418 -3.89712
F -0.55251 3.71323 -1.55975
C -0.95573 -3.70547 -0.27975
F -3.21448 4.11486 2.52368
H -5.82968 1.30079 0.04759
H 2.06390 -1.31559 -0.41674
C -2.61454 1.79034 0.94753
C -0.27583 2.46866 1.13794
H 0.72904 2.79948 6.07327
O 5.55475 -4.46968 -6.07100
C -2.74356 -2.87187 -4.76034
H 5.91103 0.43781 -7.11060
C -4.24466 -0.14400 -0.11063
H 0.70500 -1.79265 4.43470
H -3.56650 -1.06084 4.33143
C -3.21636 -1.22888 3.31114
C 0.96733 0.34650 2.91763
H 2.76466 -5.74837 -2.79593
H -0.25618 -4.54150 -0.32116
H 3.15565 -4.15890 -2.19913
H -2.84374 -2.39825 -5.73716
C -0.77104 -5.63989 3.87710
C -0.97944 4.75163 2.64022
N -2.08721 0.59126 0.59860
H 2.22500 -2.20318 2.43568
N 5.20256 -1.42841 -6.65721
H -0.84124 -4.89413 -3.62412
H -3.73267 -2.92868 -4.30217
C 3.35230 0.08177 -3.20226
C -2.28145 -0.61612 -3.72015
C 3.12004 -0.88291 -2.22227
C -4.78326 1.08995 0.22566
H -3.68661 -4.66407 3.23984
O -1.77862 -2.71983 -2.58247
H 0.52355 -7.27236 2.00432
H 0.40590 -6.10551 -3.91255
C -1.62312 2.74879 1.42820
H 3.53232 -1.87356 -2.34357
C 4.76956 0.48170 -5.28483
O 3.36099 1.60379 0.70071
C -3.97962 -3.62565 3.39687
C 3.22814 0.43897 4.03806
O 3.57346 -3.92161 -7.41232
H 4.59271 1.18510 2.71230
O -0.04417 -3.98674 2.27576
H -4.84632 -0.93604 -0.53352
H -3.31963 -0.58442 -3.38212
C 2.58033 -2.30562 3.46072
H -4.35315 -3.52042 4.41603
H 1.52539 -3.97461 -4.00755
*
```



This record from the Open Molecules 2025 dataset describes 3 unconnected molecules or ions with the total composition C41H53N4O10S2 at a distorted geometry. The level of theory is ωB97M-V/def2-TZVPD.

Kohn-Sham gap	8.08	eV
maximum force	3.2	eV/Å

Geometry as ORCA input:
```
! wB97M-V def2-TZVPD RIJCOSX def2/J DEFGRID3
* xyz 1 1
C 1.64850 5.43237 -5.10831
H 0.40068 -4.52828 2.35474
C 4.87319 -3.06523 1.30734
C -1.00809 -0.83230 -0.01123
O -6.74762 9.69342 3.55636
N 1.30230 -0.80443 -0.20883
C 0.92894 3.28121 -3.54454
H 2.81229 2.43049 -4.08809
O -4.38468 10.61569 2.73828
O -2.98871 -9.75242 4.62043
H 1.52572 -1.24282 -5.01464
H -3.88601 1.61633 0.23892
C -2.57935 -10.77555 2.55596
C 0.42368 5.43961 -4.46660
C -2.22349 3.80848 0.45681
C 5.11836 -3.52518 -0.77811
H 2.72860 -0.57675 -1.77761
H 4.14280 2.56520 1.46733
C -0.48289 -0.98343 1.45032
H -1.92414 -2.25991 2.32956
H 4.10483 0.96503 -1.95015
N 5.58312 -2.77199 0.27744
H -2.43368 3.16843 1.31982
H -0.78556 -0.22409 2.17393
H -1.86827 1.01701 0.82910
H -0.28470 6.25533 -4.53654
C 3.58531 0.16877 0.02598
N 3.94134 -4.02589 0.97271
H 5.52367 -3.50722 -1.77743
C 2.46834 4.35474 -4.97050
H -1.70141 -1.58120 -0.39718
O -2.00698 -11.63823 0.43987
C -6.15905 8.99840 2.75337
C -5.97584 7.02165 1.36717
C -2.31508 -9.83809 3.47538
H -0.56602 1.26214 -0.29827
C 1.02347 -0.70963 1.22046
H 5.54156 0.49860 -0.92784
C -0.45088 -8.87969 2.04834
H -2.09279 3.21759 -1.60191
C -4.81551 9.45539 2.25931
O 1.33507 1.05568 -2.62297
H -0.41151 -10.67427 -0.48647
H 2.24959 -1.70630 -3.50773
C -1.47084 0.65522 -0.12414
H 5.28494 2.97795 -1.15215
H 3.07436 -1.83936 -0.61857
C 2.13600 3.27035 -4.19519
H -0.81328 -3.13516 1.32961
O -4.01651 6.75063 0.11400
C 1.92556 -0.83287 -4.08616
H -2.49748 4.84015 0.66871
C 0.22902 -0.90501 -0.90300
O -1.05635 -7.97622 4.13570
C -0.08626 -2.67320 3.36920
H 3.00318 0.94179 0.53182
O -0.02229 -9.91913 -0.00374
H -1.00820 -1.00016 -2.58655
H 3.62765 2.81679 -0.63890
H 3.52481 -4.97830 -0.98071
H 4.20860 -0.35860 0.74645
C 4.53544 0.92135 -0.94422
H 3.42005 4.34634 -5.49326
H -1.13401 3.76164 0.33243
H 0.33485 -8.14842 1.92250
H -4.21660 1.74067 -1.48484
C -0.86140 -2.33414 2.07644
C -4.10132 8.72776 1.38834
C -4.62267 7.46620 0.89537
C -6.68975 7.74265 2.23866
C 4.08668 -4.30085 -0.36409
S 2.40695 -6.10525 1.42648
H -0.58824 1.91993 -2.83876
C -2.87428 3.26388 -0.84490
C 0.69799 -4.01714 3.26951
H -3.13309 9.04484 1.02752
H -3.69652 3.92333 -1.12848
H 5.49410 3.38820 1.11104
C 2.67051 -0.82730 -0.72531
C -3.42600 1.82957 -0.73448
H 1.47879 0.11208 1.76813
H -0.82178 -2.83078 4.16188
H 1.56892 -1.58715 1.62069
H -7.66437 7.43110 2.58697
H 0.32951 -2.12825 -2.62065
H -3.35581 -11.51518 2.69090
H 4.95790 -2.68431 2.31414
H -2.60498 -8.99560 5.10197
H -5.08218 10.93320 3.34431
C 0.83388 -0.08050 -3.29592
S 2.50403 -3.76292 3.28220
H 0.11010 0.26989 -4.03998
H 1.92933 6.29006 -5.70868
H -5.71259 5.55608 0.26439
O -6.41588 5.86719 0.86372
C -0.71163 -9.81820 1.12944
O -2.45968 0.84633 -1.11199
C 0.09156 4.35959 -3.69714
C 4.63918 2.39488 -0.49325
C 0.05998 -1.09513 -2.37577
H 0.43550 -4.68621 4.08893
H 2.82298 -0.23971 -4.26960
C 2.99330 -4.64793 1.81559
H -0.87312 4.37553 -3.19482
C 0.45682 2.17171 -2.62556
H 0.46272 2.59014 -1.60823
H 0.58162 -1.87555 3.70463
C -1.80982 -10.82480 1.32103
C -1.23506 -8.81581 3.27097
N 4.99697 2.52654 0.92629
*
```



This record from the Open Molecules 2025 dataset describes a molecular structure, C41H54As3BrF5N7SeY. The level of theory is ωB97M-V/def2-TZVPD.

energy relative to the best compared isomer or geometry (same formula, charge and spin)	0.000	eV
Kohn-Sham gap	8.17	eV
maximum force	0.8	eV/Å

Geometry as ORCA input:
```
! wB97M-V def2-TZVPD RIJCOSX def2/J DEFGRID3
* xyz 1 1
H -1.94780 -3.00571 0.46911
C 2.96665 -5.76738 -0.75750
As 2.87632 -0.03448 0.24881
H -2.54125 -1.15015 2.60900
C 5.13846 -3.85442 -0.43918
H 4.83391 -0.91020 -1.08967
H 2.87180 -4.06872 3.60237
N -0.11937 2.32874 1.75935
H -0.94028 4.56708 4.76631
C -3.48450 1.19969 0.37393
C -4.82091 1.47447 0.52684
N -6.60626 3.06969 0.32670
H -2.31905 4.04169 -0.67499
H 0.42267 2.76067 5.53310
H 1.40881 4.63783 4.41585
C -1.70552 -0.54569 -1.32779
C -3.30471 -3.03783 -3.30486
H 0.34953 1.18693 4.71844
H -1.15340 0.88226 2.87292
H 1.35981 -1.27970 3.37951
C 1.12408 4.15127 -2.29234
H -4.53639 -2.37224 -0.22158
H 0.80553 -2.93234 3.20021
H -7.28594 2.36402 0.54435
Y -0.20697 1.00628 -0.55620
C 0.79269 -3.40240 -3.55316
H 2.27265 -3.01155 0.02863
F -0.62684 7.00937 -4.74403
C -5.19744 -4.43750 -2.82122
C 3.79421 -0.69315 -1.33556
H 4.38030 1.99483 -0.06073
H -0.38418 -3.34392 -0.25244
H 0.60831 4.12602 0.93220
C -5.32098 -3.84030 -1.57530
H -3.12134 0.20802 0.60813
H 5.17788 0.71852 0.89628
Se 1.89124 2.83583 -1.14786
C 1.22725 -2.08500 2.64661
As -0.26343 -1.48718 1.50737
H 5.70004 -3.12376 0.14049
N -1.01768 2.61145 4.02380
H 2.66805 -5.05717 -1.52986
C -2.49613 -1.41209 -1.65730
C -1.18075 1.96019 2.73807
C -4.44127 -2.84264 -1.19240
H 3.60890 -0.65347 2.53101
H 2.08580 -6.27741 -0.36981
C 0.42361 -2.91506 -4.80051
C 4.24908 1.27146 0.74034
H -2.04065 4.32354 3.39458
C -0.88896 -3.13568 0.68203
C -0.21121 4.11439 -2.64035
C -5.30018 2.75004 0.20282
C -4.18890 -4.03284 -3.68438
H 4.61650 -3.35477 -1.25299
H -2.51488 -2.71590 -3.97155
F -2.12960 4.94880 -3.73242
C 0.98075 -2.50234 -2.52432
F 2.01198 7.16511 -4.10997
H -4.64094 4.69214 -0.48857
H -1.25176 -0.92415 3.80474
C -3.42288 -2.43004 -2.05343
C 0.25451 -1.55410 -4.96163
C 3.33856 -3.12950 3.30124
C 1.85489 5.20598 -2.81696
H 3.74512 0.10138 -2.08051
H -5.48825 0.70206 0.88039
N 1.37631 2.68137 3.67329
C 3.44091 -1.29981 1.66099
H -1.69350 -2.55693 3.28414
N -2.56455 2.08055 -0.06066
C 0.29464 2.26932 4.56683
H 3.62771 -6.51102 -1.19910
H 3.99210 1.79058 1.66132
H 1.96451 2.35941 1.70301
N 0.82563 -1.18103 -2.65431
H -1.15278 4.07575 1.20535
C -0.83104 5.04851 -3.45129
H -6.95076 3.95452 -0.00034
H 3.31752 -2.44925 4.15339
C 1.27710 6.16623 -3.63373
C -3.03637 3.30770 -0.34043
C -4.35273 3.68391 -0.23197
C 1.27843 4.12806 3.45949
C 2.60707 -2.50354 2.10382
H 3.31604 -1.58029 -1.74057
H 4.38335 -3.34453 3.06915
H 4.43169 -1.63928 1.33843
H 2.07184 4.44365 2.77888
C -0.17897 3.81906 1.62123
H 0.93403 -4.45852 -3.38044
C 2.46227 -3.52511 0.97641
C -1.57919 -1.52278 2.95739
As 3.90558 -4.85947 0.70631
F 3.15287 5.33145 -2.53910
H -0.75131 -3.96064 1.38117
Br 0.21353 1.10739 -3.99237
H -6.10638 -4.15245 -0.90124
H 1.26293 0.93981 2.53265
H 1.26809 -2.85250 -1.54575
F -1.00331 3.10205 -2.15393
H 1.59435 -4.16226 1.17235
H -0.03822 -1.11865 -5.90443
H -2.14565 2.24114 2.31724
C -0.07157 6.09271 -3.95826
H -4.09275 -4.49361 -4.65757
C 0.46893 -0.75379 -3.84672
N -0.01620 4.49846 2.89252
H 0.26749 -3.58687 -5.63363
C 1.19146 2.02532 2.39545
H -5.88435 -5.21654 -3.11874
H 5.84931 -4.56512 -0.85925
C -1.06537 4.05809 3.80881
*
```